Record 1
{
  "formula": "C47H43BrO2",
  "method": "ωB97M-V/def2-TZVPD",
  "symbols": ["C", "C", "C", "C", "C", "C", "C", "C", "C", "Br", "C", "O", "C", "C", "C", "C", "C", "C", "C", "O", "H", "H", "H", "H", "H", "H", "H", "H", "H", "H", "H", "H", "H", "C", "C", "C", "C", "C", "C", "H", "H", "H", "H", "H", "H", "C", "C", "C", "C", "C", "C", "H", "H", "H", "H", "H", "H", "C", "C", "C", "C", "C", "C", "H", "H", "H", "H", "H", "H", "C", "C", "C", "C", "C", "C", "H", "H", "H", "H", "H", "H", "C", "C", "C", "C", "C", "C", "H", "H", "H", "H", "H", "H"],
  "positions_angstrom": [[-5.9398, -2.5514, 3.2762], [-5.0999, -2.6967, 4.5549], [-3.5916, -2.9815, 4.3132], [-2.9502, -2.2561, 3.1359], [-2.2056, -3.0330, 2.2575], [-1.5307, -2.5359, 1.1682], [-1.5876, -1.1780, 0.9271], [-2.3495, -0.3751, 1.7626], [-3.0256, -0.8896, 2.8574], [-4.0115, 0.2904, 3.9941], [-2.3830, 1.1006, 1.3778], [-3.4138, 1.7432, 1.4389], [-1.0829, 1.6891, 0.8706], [-0.7368, 2.9834, 1.1981], [0.4637, 3.4645, 0.7376], [1.2959, 2.6688, -0.0353], [0.9410, 1.3882, -0.3832], [-0.2851, 0.8725, 0.0847], [-0.8427, -0.5348, -0.2144], [-0.6614, -1.0766, -1.2859], [-5.7737, -3.3821, 2.5806], [-5.8213, -1.5698, 2.8080], [-6.9967, -2.6093, 3.5792], [-5.2141, -1.8571, 5.2466], [-5.4919, -3.5664, 5.1064], [-3.0118, -2.7815, 5.2260], [-3.5106, -4.0576, 4.1090], [-2.1431, -4.1077, 2.4289], [-0.9655, -3.2029, 0.5193], [-1.4148, 3.5858, 1.7990], [0.7944, 4.4720, 0.9837], [2.2237, 3.1276, -0.3672], [1.6266, 0.7968, -0.9869], [1.9789, -3.3202, -3.1476], [0.8351, -3.4939, -2.3791], [0.0914, -4.6602, -2.4986], [0.4957, -5.6558, -3.3783], [1.6412, -5.4826, -4.1432], [2.3808, -4.3131, -4.0313], [2.5580, -2.4087, -3.0582], [0.5229, -2.7221, -1.6902], [-0.8049, -4.7940, -1.9049], [-0.0825, -6.5671, -3.4677], [1.9572, -6.2596, -4.8281], [3.2713, -4.1759, -4.6322], [-2.6361, 4.7008, -1.4697], [-2.7192, 5.8865, -2.1879], [-3.8717, 6.1864, -2.9020], [-4.9441, 5.3044, -2.8897], [-4.8616, 4.1208, -2.1685], [-3.7062, 3.8165, -1.4615], [-1.7365, 4.4650, -0.9154], [-1.8851, 6.5774, -2.1918], [-3.9345, 7.1082, -3.4674], [-5.8449, 5.5403, -3.4426], [-5.6988, 3.4341, -2.1577], [-3.6400, 2.8916, -0.9025], [-1.4364, 8.2919, -4.8870], [-1.8876, 9.4554, -5.4952], [-1.2392, 10.6600, -5.2584], [-0.1332, 10.6997, -4.4205], [0.3207, 9.5358, -3.8150], [-0.3328, 8.3328, -4.0445], [-1.9443, 7.3529, -5.0692], [-2.7463, 9.4234, -6.1541], [-1.5954, 11.5683, -5.7279], [0.3753, 11.6384, -4.2395], [1.1846, 9.5668, -3.1627], [0.0184, 7.4259, -3.5678], [2.8787, -1.2329, 2.4744], [4.1859, -1.3332, 2.9306], [5.1705, -1.8589, 2.1066], [4.8495, -2.2764, 0.8209], [3.5432, -2.1710, 0.3637], [2.5556, -1.6501, 1.1901], [2.1092, -0.8285, 3.1208], [4.4365, -1.0034, 3.9311], [6.1889, -1.9445, 2.4654], [5.6181, -2.6842, 0.1760], [3.2933, -2.4960, -0.6391], [1.5337, -1.5734, 0.8383], [5.0449, -7.8710, 2.7940], [4.5985, -6.7084, 2.1803], [5.2490, -5.5044, 2.4152], [6.3521, -5.4658, 3.2571], [6.8010, -6.6289, 3.8682], [6.1451, -7.8309, 3.6400], [4.5352, -8.8092, 2.6130], [3.7418, -6.7399, 1.5183], [4.8978, -4.5964, 1.9427], [6.8625, -4.5274, 3.4370], [7.6626, -6.5983, 4.5237], [6.4920, -8.7370, 4.1207]],
  "mulliken_charge": [-1.074, -0.558, -0.989, 0.933, -1.109, -1.189, 0.612, 1.211, -0.097, -0.102, -0.466, -0.579, 0.842, -0.614, -0.550, -0.742, -0.588, 0.398, 0.293, -0.599, 0.277, 0.293, 0.378, 0.332, 0.460, 0.317, 0.345, 0.276, 0.380, 0.500, 0.434, 0.431, 0.528, -0.500, 0.352, -0.436, -0.470, -0.390, -0.471, 0.404, 0.132, 0.381, 0.366, 0.361, 0.365, 0.010, -0.705, -0.382, -0.399, -0.606, -0.073, 0.286, 0.400, 0.488, 0.375, 0.377, 0.217, -0.351, -0.447, -0.386, -0.368, -0.438, -0.423, 0.539, 0.365, 0.358, 0.357, 0.355, 0.446, -0.626, -0.569, -0.184, -0.678, -0.345, -0.156, 0.442, 0.385, 0.429, 0.387, 0.334, 0.521, -0.356, -0.589, 0.289, -0.399, -0.416, -0.440, 0.364, 0.396, 0.119, 0.307, 0.359, 0.354],
  "smiles": "CCCc1ccc2c(c1Br)C(=O)c1ccccc1C2=O.c1ccccc1.c1ccccc1.c1ccccc1.c1ccccc1.c1ccccc1",
  "molar_mass_g_mol": 719.76,
  "orbital_gap_ev": 8.42,
  "lumo_ev": -0.75
}

***

Record 2
{
  "formula": "C22H28N2O2P2Pd",
  "method": "ωB97M-V/def2-TZVPD",
  "symbols": ["Pd", "C", "P", "C", "C", "C", "C", "C", "C", "C", "P", "C", "C", "H", "H", "H", "H", "H", "H", "H", "H", "H", "H", "H", "H", "H", "H", "H", "H", "O", "C", "C", "C", "C", "N", "C", "C", "C", "C", "C", "C", "O", "C", "C", "N", "H", "H", "H", "H", "H", "H", "H", "H", "H", "H", "H", "H"],
  "positions_angstrom": [[0.0696, 0.1312, 0.1473], [-0.8554, 3.2857, -2.3291], [-0.7283, 2.0607, -0.9747], [-2.1748, 2.3889, 0.1114], [0.7218, 2.6568, -0.0090], [0.6343, 3.8654, 0.6815], [1.7282, 4.3819, 1.3546], [2.9283, 3.6860, 1.3617], [3.0296, 2.4787, 0.6918], [1.9434, 1.9515, -0.0052], [2.1488, 0.3953, -0.9664], [3.2625, 0.8913, -2.3323], [3.1581, -0.6885, 0.1230], [-0.8501, 4.2877, -1.8953], [-1.7780, 3.1301, -2.8865], [-0.0097, 3.1854, -3.0083], [-2.3421, 3.4517, 0.2862], [-2.0250, 1.8765, 1.0697], [-3.0658, 1.9751, -0.3641], [-0.2930, 4.4209, 0.6722], [1.6493, 5.3362, 1.8522], [3.7902, 4.0920, 1.8678], [3.9720, 1.9503, 0.6926], [4.1320, 1.4010, -1.9125], [2.7432, 1.5683, -3.0098], [3.5830, 0.0113, -2.8885], [4.1603, -0.2981, 0.3015], [3.2503, -1.6681, -0.3497], [2.6357, -0.8138, 1.0796], [-1.7536, -3.0400, 6.1864], [-1.1510, -1.7776, 6.1860], [-0.8709, -1.3328, 4.7826], [-0.1943, -0.1336, 4.5495], [0.0482, 0.2565, 3.2488], [-0.3376, -0.4710, 2.2037], [-0.9958, -1.6321, 2.3947], [-1.2719, -2.0877, 3.6803], [-1.3678, -2.3430, 1.1532], [-2.1203, -3.5110, 1.1061], [-2.4137, -4.1054, -0.1199], [-3.2359, -5.3574, -0.1788], [-3.7509, -5.6418, 1.0927], [-1.9238, -3.5034, -1.2786], [-1.1864, -2.3406, -1.1616], [-0.9278, -1.7818, 0.0133], [-1.8885, -3.3375, 7.0934], [-0.2043, -1.7711, 6.7526], [-1.7991, -1.0183, 6.6586], [0.1351, 0.4791, 5.3710], [0.5733, 1.1840, 3.0288], [-1.7854, -3.0191, 3.8541], [-2.5055, -3.9743, 1.9998], [-2.5898, -6.1762, -0.5402], [-4.0363, -5.2258, -0.9259], [-4.3354, -6.4055, 1.0441], [-2.1184, -3.9258, -2.2502], [-0.7862, -1.8322, -2.0363]],
  "nbo_charge": [0.738, -0.918, 0.989, -0.945, -0.403, -0.203, -0.149, -0.163, -0.215, -0.285, 0.972, -0.920, -0.945, 0.261, 0.269, 0.261, 0.257, 0.251, 0.269, 0.229, 0.246, 0.248, 0.228, 0.260, 0.260, 0.269, 0.256, 0.268, 0.251, -0.713, -0.101, 0.077, -0.227, 0.055, -0.566, 0.264, -0.233, 0.155, -0.210, 0.074, -0.101, -0.715, -0.222, 0.063, -0.493, 0.499, 0.201, 0.202, 0.244, 0.213, 0.264, 0.265, 0.204, 0.201, 0.499, 0.246, 0.218],
  "multiplicity": 3,
  "total_charge": 2,
  "e_above_lowest_ev": 0.338,
  "molar_mass_g_mol": 520.85,
  "s_squared": 2.011,
  "orbital_gap_ev": [8.37, 6.77],
  "lumo_ev": [-5.81, -7.92]
}

***

Record 3
{
  "formula": "C6H10FO2S",
  "method": "ωB97M-V/def2-TZVPD",
  "symbols": ["C", "C", "C", "C", "C", "C", "O", "O", "F", "S", "H", "H", "H", "H", "H", "H", "H", "H", "H", "H"],
  "positions_angstrom": [[-0.8988, 2.3715, 2.0918], [-1.0810, 1.4825, 1.1178], [0.8504, -1.3304, -2.5841], [0.9706, -0.8508, -1.1428], [-0.1172, 0.4737, 0.7152], [-0.1731, 0.0755, -0.7439], [0.7612, -1.9452, 1.6419], [-0.7346, -0.6874, 3.1385], [-1.3886, -0.5662, -1.0092], [-0.5329, -1.2227, 1.7779], [-1.6835, 3.0367, 2.4157], [0.0340, 2.4321, 2.6270], [-2.0446, 1.4266, 0.6214], [0.8712, -0.4869, -3.2755], [-0.0871, -1.8634, -2.7218], [1.6704, -2.0017, -2.8321], [0.9734, -1.6940, -0.4485], [1.9049, -0.3013, -1.0092], [0.9009, 0.6920, 1.0309], [-0.1957, 0.9592, -1.4112]],
  "nbo_charge": [-0.430, -0.168, -0.603, -0.452, -0.529, 0.220, -1.058, -1.033, -0.397, 1.503, 0.176, 0.184, 0.188, 0.183, 0.210, 0.195, 0.266, 0.194, 0.217, 0.133],
  "total_charge": -1,
  "e_above_lowest_ev": 0.000,
  "molar_mass_g_mol": 165.21,
  "orbital_gap_ev": 6.91,
  "lumo_ev": 3.78
}